{
  "formula": "C60H37Cl8LaN4OS6",
  "method": "ωB97M-V/def2-TZVPD",
  "species": ["La", "Cl", "Cl", "Cl", "Cl", "Cl", "Cl", "Cl", "Cl", "S", "S", "S", "S", "S", "S", "O", "N", "N", "N", "N", "C", "C", "C", "C", "C", "C", "C", "C", "C", "C", "C", "C", "C", "C", "C", "C", "C", "C", "C", "C", "C", "C", "C", "C", "C", "C", "C", "C", "C", "C", "C", "C", "C", "C", "C", "C", "C", "C", "C", "C", "C", "C", "C", "C", "C", "C", "C", "C", "C", "C", "C", "C", "C", "C", "C", "C", "C", "C", "C", "C", "H", "H", "H", "H", "H", "H", "H", "H", "H", "H", "H", "H", "H", "H", "H", "H", "H", "H", "H", "H", "H", "H", "H", "H", "H", "H", "H", "H", "H", "H", "H", "H", "H", "H", "H", "H", "H"],
  "coordinates": [[0.237, 0.128, 0.039], [1.764, 0.309, 4.751], [3.917, -5.262, -7.053], [5.931, -3.434, 6.397], [-7.725, 1.340, -5.408], [-5.004, 3.051, 7.510], [-1.900, 2.427, -4.871], [-0.122, 1.871, -2.600], [2.652, 0.357, 1.914], [-1.550, 4.746, 2.448], [-0.377, 2.006, 2.654], [4.905, 1.943, -3.567], [5.682, 1.548, 0.224], [-0.696, 3.226, 0.020], [2.909, 3.426, 0.683], [2.036, 0.784, -0.981], [-0.840, -1.135, -1.851], [1.163, -2.145, -0.064], [-0.177, -0.852, 2.286], [-2.155, 0.435, 0.373], [1.142, -4.081, -4.432], [2.349, -3.316, 4.623], [-4.748, 1.544, -2.753], [-1.968, -0.676, -2.502], [1.781, -4.739, -5.471], [-4.317, 2.937, 4.890], [2.867, 0.416, -3.644], [3.522, 1.246, -2.793], [2.817, 1.049, 3.540], [-0.681, -1.632, -4.076], [1.126, -2.476, -2.502], [-2.712, 0.703, 1.565], [-4.244, 0.242, -2.732], [3.970, -2.646, 3.005], [1.813, -3.153, -3.629], [3.165, -2.922, -3.901], [-1.561, -1.530, 3.936], [-0.562, -2.499, 3.785], [3.350, -3.484, 5.562], [-3.187, 0.274, -0.522], [2.706, -3.632, -0.909], [-4.874, -0.722, -3.517], [-4.056, 2.467, 6.163], [-3.045, 1.551, 6.388], [2.621, -2.903, 3.310], [-3.605, 2.418, 3.820], [-0.284, 1.900, -4.362], [1.646, -2.681, -1.217], [4.666, -3.233, 5.214], [2.973, 3.973, -1.801], [3.211, 1.423, -1.299], [-2.651, 1.416, 4.001], [2.675, 5.057, 0.216], [-1.255, -0.512, 3.034], [4.410, 0.738, -0.614], [5.800, -0.997, 0.060], [0.294, -2.045, 2.775], [-3.062, -0.064, -1.891], [2.732, 5.204, -1.130], [3.111, 2.912, -0.958], [3.817, -3.567, -4.940], [4.617, -0.606, -0.619], [2.856, -3.633, 0.432], [4.577, 1.109, -5.038], [3.113, -4.463, -5.726], [1.574, -2.592, 2.320], [-6.398, 0.913, -4.358], [-0.959, 3.417, 1.658], [-1.895, 0.840, 2.819], [6.482, 0.064, 0.567], [3.465, 0.338, -4.934], [-4.124, 0.655, 1.478], [-4.424, 0.428, 0.153], [4.982, -2.814, 3.934], [-0.073, -1.758, -2.773], [-1.857, -0.971, -3.903], [-2.340, 1.045, 5.307], [-5.818, 1.887, -3.563], [1.872, -2.711, 0.972], [-5.948, -0.395, -4.331], [-5.405, 0.335, -0.285], [-6.426, -1.145, -4.946], [-2.560, -0.672, -4.664], [-0.262, -1.989, -5.004], [6.009, -2.597, 3.669], [1.984, -0.130, -3.341], [-4.271, 2.298, -2.139], [5.230, 1.248, -5.886], [-0.125, 0.897, -4.739], [3.712, -2.214, -3.292], [3.922, -1.290, -1.084], [4.227, -2.249, 2.036], [-3.785, 2.809, 2.830], [3.226, -4.242, -1.629], [3.105, -3.800, 6.568], [-0.522, -3.445, 4.304], [-1.526, 0.355, 5.476], [0.106, -4.304, -4.212], [3.025, 3.885, -2.876], [-2.806, 1.239, 7.396], [0.434, 2.606, -4.762], [4.860, -3.365, -5.143], [6.118, -2.027, 0.156], [1.251, -5.469, -6.069], [-6.187, 2.903, -3.590], [3.506, -4.268, 1.013], [2.550, 2.099, 3.473], [-5.061, 3.705, 4.731], [3.083, -0.283, -5.733], [-2.417, -1.581, 4.592], [2.592, 6.147, -1.640], [-4.825, 0.757, 2.288], [1.329, -3.494, 4.921], [2.480, 5.802, 0.971], [3.844, 0.904, 3.855], [7.402, 0.069, 1.130], [-4.527, -1.747, -3.479]],
  "lowdin_charge": [1.749, 0.602, 0.610, 0.609, 0.616, 0.602, 0.540, 0.605, 0.671, 0.450, 0.780, 1.037, 1.004, 0.431, 0.987, -0.529, -0.025, -0.024, -0.109, -0.065, -0.033, -0.026, -0.029, -0.303, -0.112, -0.102, -0.137, -0.444, -0.918, -0.041, -0.110, -0.288, -0.191, -0.052, -0.190, -0.041, -0.066, -0.073, -0.114, -0.263, -0.018, -0.029, -0.679, -0.106, -0.168, -0.074, -0.939, -0.255, -0.685, -0.145, -0.603, -0.210, -0.404, -0.364, -0.518, -0.193, -0.299, -0.063, -0.186, -0.466, -0.105, -0.138, -0.020, -0.422, -0.684, -0.098, -0.677, -1.647, -0.437, -0.421, -0.190, -0.030, -0.025, -0.106, -0.265, -0.059, -0.032, -0.102, -0.289, -0.110, 0.103, 0.098, 0.098, 0.100, 0.100, 0.090, 0.131, 0.050, 0.007, 0.110, 0.100, 0.080, 0.096, 0.103, 0.099, 0.083, 0.101, 0.121, 0.090, 0.098, 0.027, 0.103, 0.101, 0.098, 0.103, 0.108, 0.001, 0.103, 0.100, 0.097, 0.095, 0.099, 0.085, 0.067, 0.031, 0.052, 0.122],
  "e_homo_ev": [-1.741, -1.744],
  "e_tot_ev": -236886.40769,
  "e_above_lowest_kcal_mol": 16.4,
  "gap_ev": [5.02, 5.02],
  "charge": -2
}